Entry from the OMol25 dataset: a molecular structure, C54H50AsI2N7OSiV (wB97M-V/def2-TZVPD).

Geometry as XYZ:
```
117
Properties=species:S:1:pos:R:3:forces:R:3
I 5.647 0.494 0.148 -0.1 -0.1 -0.1
I 5.310 3.863 -4.811 0.0 0.0 0.1
As -1.813 2.715 1.103 0.0 0.3 -0.1
V 0.575 0.329 0.319 0.6 0.0 -1.3
Si 1.803 -1.896 0.218 0.2 -0.5 0.0
O 2.450 0.905 -0.122 1.1 0.7 -1.0
N -1.739 -1.379 1.509 1.2 0.0 1.0
N -0.601 -1.150 -2.276 0.1 -0.1 -0.1
N -4.198 -1.370 -1.664 -0.4 -0.4 0.1
N -2.494 -0.329 -0.457 0.2 0.2 0.5
N 1.128 1.341 2.057 0.1 0.1 0.7
N -0.683 -0.448 1.638 -1.4 -0.7 0.6
N 0.162 1.495 -1.710 -0.2 -0.1 0.3
C 3.359 -1.253 2.596 0.1 -0.2 0.1
C 3.012 -2.068 -1.245 0.1 0.2 -0.1
C 4.496 1.538 -1.242 -0.2 -0.2 0.2
C 3.844 -3.891 3.300 0.0 0.0 -0.1
C -0.381 -0.372 -3.332 0.0 0.0 0.4
C 4.384 2.948 -3.172 0.2 0.1 -0.1
C 1.007 -4.457 -0.959 -0.2 0.0 0.0
C -3.752 2.471 1.159 0.0 -0.2 0.1
C -4.969 6.529 0.494 0.1 0.0 0.0
C 3.035 3.140 -2.950 -0.2 0.0 0.1
C 4.757 -2.385 -3.442 0.0 0.0 0.0
C 1.033 1.151 4.469 0.0 -0.1 0.2
C -0.543 -0.823 -4.635 -0.1 0.0 -0.2
C 4.921 -3.156 -2.294 0.0 0.0 0.0
C 2.831 -2.265 1.784 0.1 0.0 0.2
C 0.295 -5.657 -1.007 0.0 0.1 0.1
C -4.613 -4.459 1.085 0.0 0.0 0.0
C 0.950 2.747 -1.599 0.0 -0.3 -0.1
C -1.070 -2.389 -2.490 0.2 0.2 0.2
C -3.648 -3.486 1.268 -0.1 0.0 0.1
C 3.090 1.595 -1.051 -0.2 -0.3 0.4
C 2.402 2.503 -1.888 -0.1 -0.2 -0.1
C 5.130 2.172 -2.297 -0.1 0.0 0.1
C -1.642 3.336 2.946 0.1 0.0 0.1
C 3.725 -1.458 -3.500 -0.1 0.0 0.1
C -4.652 7.391 1.538 0.0 0.0 0.0
C -0.079 -3.894 1.101 0.1 -0.1 -0.1
C 2.366 2.857 3.431 0.0 0.0 0.2
C -2.776 5.500 0.638 0.1 0.0 0.0
C -0.335 -0.254 2.931 -0.5 0.1 -0.5
C 4.059 -2.997 -1.215 0.0 0.0 0.1
C -1.263 -2.918 -3.753 0.0 -0.1 0.0
C 2.870 -1.308 -2.409 0.1 -0.1 0.0
C 1.894 2.206 4.591 0.1 0.1 0.0
C 3.094 -3.590 2.164 0.0 0.0 0.1
C 0.830 -3.541 0.087 -0.3 -0.1 0.0
C -0.969 -2.122 -4.849 0.0 0.1 -0.2
C -3.307 -0.391 -1.434 0.0 0.3 -0.2
C -3.515 -2.441 0.357 0.1 0.4 -0.1
C -0.797 -5.087 1.056 0.1 0.1 0.0
C 0.038 1.068 -3.109 0.1 -0.3 0.2
C -5.345 -3.382 -0.934 -0.1 0.1 -0.2
C -2.470 6.374 1.684 0.0 0.0 0.0
C -2.513 -1.348 0.503 -0.2 0.2 -0.5
C 1.980 2.378 2.207 -0.1 -0.3 0.0
C -1.777 4.482 0.167 -0.3 0.1 0.3
C -0.616 -5.971 -0.003 0.0 0.0 -0.1
C -4.364 -2.414 -0.748 0.1 0.1 0.0
C 4.088 -1.543 3.748 -0.1 0.0 -0.1
C -3.398 7.308 2.132 0.0 -0.1 0.0
C -4.041 5.594 0.053 0.0 0.0 0.0
C 4.333 -2.866 4.103 0.0 0.1 0.0
C -5.467 -4.400 -0.015 0.0 -0.2 0.1
C 0.628 0.740 3.186 -0.1 0.1 -0.4
H 2.379 2.812 1.302 0.0 -0.1 -0.1
H -1.494 -5.336 1.855 0.2 0.0 -0.1
H -5.373 8.126 1.879 0.1 -0.1 0.0
H -4.702 -5.268 1.799 0.0 0.0 0.0
H -0.224 -3.215 1.940 0.0 -0.2 -0.2
H -3.965 1.588 1.765 0.0 0.0 0.0
H -1.485 6.330 2.141 -0.1 0.0 0.0
H 2.088 -0.561 -2.448 0.0 0.0 0.0
H -4.154 2.307 0.161 0.0 0.0 -0.1
H 4.910 -3.099 4.995 -0.1 0.0 -0.1
H -0.768 1.642 -1.326 -0.2 0.2 -0.1
H 4.051 -4.928 3.557 -0.1 0.2 0.0
H -6.231 -5.156 -0.154 0.1 0.0 0.0
H -0.676 1.714 -3.625 -0.1 0.1 -0.2
H 4.211 -3.603 -0.320 0.0 0.1 -0.2
H 2.697 -4.410 1.566 0.1 0.1 0.1
H -1.620 -3.934 -3.870 0.0 0.1 0.0
H 3.239 -0.222 2.296 -0.1 0.1 0.0
H 5.439 -2.499 -4.280 -0.1 0.0 0.1
H -1.287 -2.983 -1.605 0.1 0.1 0.0
H -1.925 4.253 -0.887 0.0 0.0 -0.1
H 3.595 -0.840 -4.385 0.0 -0.1 0.1
H 1.001 1.217 -3.594 0.2 0.1 0.0
H -0.853 -0.794 3.712 0.0 -0.1 0.0
H 5.730 -3.878 -2.238 -0.1 0.1 0.0
H -1.906 2.507 3.601 0.0 0.0 0.0
H -1.081 -2.504 -5.859 0.0 0.0 0.1
H -0.331 -0.160 -5.468 0.0 -0.1 0.0
H 0.463 -6.351 -1.825 0.0 0.1 0.1
H 4.468 -0.733 4.366 0.0 -0.1 -0.1
H 0.572 3.525 -2.265 -0.1 0.1 -0.1
H 1.701 -4.227 -1.763 0.0 0.0 0.1
H -6.010 -3.329 -1.793 0.1 0.0 0.1
H 0.656 0.616 5.336 0.0 0.1 -0.1
H -3.138 7.978 2.946 0.0 0.0 -0.1
H -2.316 4.171 3.136 0.0 0.0 0.0
H -5.943 6.590 0.018 0.1 0.0 0.0
H -0.760 4.852 0.286 0.1 0.1 0.0
H -4.234 3.342 1.603 0.0 0.0 0.0
H -3.299 0.398 -2.183 0.0 0.0 0.0
H 6.198 2.058 -2.437 0.0 0.0 0.0
H 2.214 2.541 5.571 0.0 0.0 -0.1
H 2.465 3.801 -3.595 0.0 0.0 0.0
H -0.614 3.631 3.163 0.0 0.0 0.0
H -2.981 -3.504 2.119 0.0 0.0 0.0
H 3.038 3.704 3.489 0.0 -0.1 0.0
H -4.805 -1.313 -2.459 -0.1 0.0 -0.1
H -4.295 4.929 -0.769 0.0 0.1 0.1
H 0.836 3.099 -0.575 -0.1 0.1 0.2
H -1.177 -6.902 -0.044 0.1 0.1 0.0
```
Forces are in eV/Å.

Output
- multiplicity = 4
- E_HOMO (spin up / spin down) (eV) = -6.044 / -7.001
- ⟨S²⟩ = 3.8260

Mulliken population analysis, charges in e, atoms 1 to 99:
1 I -0.020
2 I 0.041
3 As 0.780
4 V 1.663
5 Si 2.174
6 O 0.516
7 N -1.464
8 N 1.135
9 N 0.182
10 N 0.343
11 N 1.516
12 N 2.330
13 N 0.478
14 C -0.375
15 C 0.267
16 C -0.170
17 C -0.937
18 C 0.702
19 C -0.613
20 C -0.494
21 C -1.517
22 C -0.685
23 C -0.098
24 C -0.902
25 C -1.233
26 C -1.252
27 C -0.787
28 C 0.419
29 C -0.755
30 C -1.017
31 C -0.731
32 C -0.230
33 C -0.227
34 C -1.263
35 C -0.012
36 C -0.180
37 C -1.494
38 C -0.499
39 C -0.459
40 C -0.203
41 C -0.932
42 C 0.388
43 C -2.012
44 C -0.247
45 C -1.296
46 C 0.221
47 C -0.701
48 C -0.231
49 C 0.777
50 C -0.865
51 C -0.960
52 C 0.897
53 C -0.564
54 C -1.841
55 C -0.924
56 C -0.242
57 C -0.661
58 C -0.758
59 C -1.490
60 C -0.879
61 C -0.097
62 C -1.039
63 C -0.705
64 C -0.252
65 C -0.677
66 C -0.459
67 C 1.024
68 H 0.194
69 H 0.471
70 H 0.382
71 H 0.431
72 H 0.498
73 H 0.411
74 H 0.406
75 H -0.345
76 H 0.293
77 H 0.372
78 H -0.486
79 H 0.418
80 H 0.417
81 H 0.824
82 H 0.267
83 H 0.429
84 H 0.531
85 H 0.337
86 H 0.339
87 H 0.335
88 H 0.598
89 H 0.466
90 H 0.548
91 H 0.446
92 H 0.401
93 H 0.453
94 H 0.432
95 H 0.546
96 H 0.416
97 H 0.457
98 H 0.754
99 H 0.366